(1)
{
  "formula": "C3H3BrF2O",
  "method": "wB97M-V/def2-TZVPD",
  "multiplicity": 3,
  "charge": 0,
  "e_homo_ev": [-6.24, -11.00],
  "de_lowest_kcal_mol": 0.0,
  "homo_lumo_gap_ha": [0.2498, 0.2718],
  "s_squared": 2.009,
  "elements": ["F", "Br", "C", "O", "F", "H", "H", "H", "C", "C"],
  "xyz": [[-1.2785, 1.9957, -1.4708], [-3.3851, -0.7321, 0.1829], [-1.3286, 1.0811, -0.5156], [-3.4708, 2.0599, 0.3332], [-0.6282, 1.5147, 0.5694], [-0.0155, -0.0302, -1.6664], [-1.5638, -0.5886, -1.7663], [-0.6919, -1.0237, -0.3334], [-0.8640, -0.2550, -1.0312], [-2.9348, 1.0757, 0.0443]]
}

(2)
{
  "formula": "C3H3BrNO2",
  "method": "wB97M-V/def2-TZVPD",
  "charge": -1,
  "e_homo_ev": -3.93,
  "de_lowest_kcal_mol": 0.0,
  "homo_lumo_gap_ha": 0.2801,
  "elements": ["O", "H", "N", "Br", "H", "C", "C", "C", "O", "H"],
  "xyz": [[2.4385, -2.2768, 0.9353], [-1.1907, 0.2202, -0.3324], [-0.5413, -2.6001, 0.6055], [3.2747, 0.6985, -0.0542], [0.1395, 0.3890, 0.7953], [-0.1897, -0.1198, -0.0941], [2.1979, -2.0634, -0.1625], [-0.3884, -1.5197, 0.2394], [2.0120, -1.8508, -1.2926], [0.5527, -0.0283, -0.9210]]
}

(3)
{
  "formula": "C3H3BrO",
  "method": "wB97M-V/def2-TZVPD",
  "charge": 0,
  "e_homo_ev": -9.34,
  "de_lowest_kcal_mol": 87.4,
  "homo_lumo_gap_ha": 0.3540,
  "elements": ["H", "H", "H", "Br", "O", "C", "C", "C"],
  "xyz": [[-1.5942, 0.0902, -1.5363], [1.4309, 1.8930, 1.2438], [-1.4015, -2.2192, 0.8483], [2.5143, -0.3491, 0.1724], [0.9521, 1.8325, 0.3395], [1.0588, 0.8513, -0.4318], [-1.4851, -1.4948, 0.0751], [-1.4753, -0.6039, -0.7110]]
}

(4)
{
  "formula": "C3H3BrO",
  "method": "wB97M-V/def2-TZVPD",
  "charge": 0,
  "e_homo_ev": -8.75,
  "de_lowest_kcal_mol": 119.5,
  "homo_lumo_gap_ha": 0.3369,
  "elements": ["H", "H", "Br", "O", "C", "H", "C", "C"],
  "xyz": [[-2.2497, -0.2469, -1.1391], [0.2549, -0.3836, 2.0532], [2.3179, -0.6560, 0.3723], [2.4335, -0.2391, -1.1902], [-1.4233, 0.3590, -0.6203], [-1.3249, 1.4716, -0.6181], [0.5149, -0.2619, 0.9512], [-0.5233, -0.0431, 0.1910]]
}

(5)
{
  "formula": "C3H3BrO",
  "method": "wB97M-V/def2-TZVPD",
  "charge": 0,
  "e_homo_ev": -9.01,
  "de_lowest_kcal_mol": 85.7,
  "homo_lumo_gap_ha": 0.3574,
  "elements": ["H", "C", "O", "C", "H", "H", "Br", "C"],
  "xyz": [[2.5902, 0.5663, -0.2282], [-1.9636, 1.2033, 0.4487], [-0.8576, 1.4464, 0.0380], [0.9794, -1.1152, -0.0521], [-0.2192, 0.6510, -0.1732], [0.1989, -1.8172, 0.0360], [-2.5402, -0.7083, 0.0766], [1.8121, -0.2263, -0.1460]]
}

(6)
{
  "formula": "C3H3BrO",
  "method": "wB97M-V/def2-TZVPD",
  "charge": 0,
  "e_homo_ev": -9.54,
  "de_lowest_kcal_mol": 33.6,
  "homo_lumo_gap_ha": 0.3150,
  "smiles": "C=C=C=O.Br",
  "elements": ["H", "O", "Br", "C", "H", "C", "C", "H"],
  "xyz": [[0.5367, 1.7578, 0.2208], [0.2237, -2.7403, -0.0862], [-3.0683, 0.8916, -0.0631], [1.0603, 0.8323, 0.0284], [-1.8009, 0.2718, 0.0848], [0.4976, -1.6085, -0.0552], [0.4315, -0.3282, 0.0546], [2.1194, 0.9234, -0.1840]]
}

(7)
{
  "formula": "C3H3BrO",
  "method": "wB97M-V/def2-TZVPD",
  "charge": 0,
  "e_homo_ev": [-8.28, -8.28],
  "de_lowest_kcal_mol": 145.5,
  "homo_lumo_gap_ha": [0.2679, 0.2674],
  "smiles": "COC#CBr",
  "elements": ["Br", "H", "H", "C", "C", "H", "O", "C"],
  "xyz": [[0.9879, -0.5581, 2.2721], [-1.0541, 1.0324, -0.8259], [0.1259, 0.9018, 0.4654], [-0.0706, 0.7652, -0.5948], [-0.0064, -1.5544, -0.2941], [0.4515, 1.2365, -1.3573], [0.0649, -0.5645, -1.0464], [-0.4992, -1.2589, 1.3810]]
}

(8)
{
  "formula": "C3H3BrO2",
  "method": "wB97M-V/def2-TZVPD",
  "charge": 0,
  "e_homo_ev": [-8.78, -8.78],
  "de_lowest_kcal_mol": 129.8,
  "homo_lumo_gap_ha": [0.2554, 0.2551],
  "elements": ["Br", "O", "H", "H", "H", "C", "C", "O", "C"],
  "xyz": [[1.9005, -1.1272, -1.3803], [1.1387, -1.5771, 1.2293], [-3.0631, 1.6195, -0.9634], [0.7980, 1.1086, -0.1364], [0.8900, -0.9939, 1.9794], [-2.2475, 1.0112, -0.7505], [1.0127, -0.7221, 0.2125], [1.0548, 0.5887, 0.6230], [-1.4842, 0.0922, -0.8136]]
}

(9)
{
  "formula": "C3H3BrO2",
  "method": "wB97M-V/def2-TZVPD",
  "charge": 0,
  "e_homo_ev": -10.25,
  "de_lowest_kcal_mol": 71.7,
  "homo_lumo_gap_ha": 0.3990,
  "elements": ["H", "Br", "H", "O", "C", "C", "C", "O", "H"],
  "xyz": [[1.4016, -1.5961, -1.7940], [2.7175, 0.2088, 0.1086], [0.5014, -0.7399, 1.7229], [0.4570, -1.3980, 0.8687], [-0.8562, 1.7670, -0.0893], [0.8986, -0.2107, -0.4064], [-0.0653, 0.8905, -0.2289], [0.8286, -0.8093, -1.6161], [-1.5587, 2.6356, 0.0207]]
}

(10)
{
  "formula": "C3H3BrS",
  "method": "wB97M-V/def2-TZVPD",
  "charge": 0,
  "e_homo_ev": [-8.49, -8.44],
  "de_lowest_kcal_mol": 122.3,
  "homo_lumo_gap_ha": [0.2105, 0.2078],
  "elements": ["H", "C", "C", "C", "Br", "S", "H", "H"],
  "xyz": [[-1.2526, -1.1319, 0.6814], [0.1764, 0.0068, -0.7618], [-0.9297, 0.5466, -1.0989], [-0.7920, -0.2126, 0.3041], [2.0976, -0.2260, 1.6554], [3.1138, -0.6987, -0.1254], [-1.6447, 1.1168, -1.7635], [-0.7688, 0.5989, 1.1087]]
}

(11)
{
  "formula": "C3H3Cl2F",
  "method": "wB97M-V/def2-TZVPD",
  "charge": 0,
  "e_homo_ev": -9.13,
  "de_lowest_kcal_mol": 44.7,
  "homo_lumo_gap_ha": 0.3386,
  "smiles": "CC(F)=C(Cl)Cl",
  "elements": ["C", "C", "C", "Cl", "Cl", "H", "H", "H", "F"],
  "xyz": [[-0.8604, -0.6635, 0.0391], [-2.2731, -0.2231, 0.1415], [0.2531, 0.0891, -0.3155], [-0.0505, 1.8650, -0.0303], [1.9292, -0.5734, 0.1129], [-2.9094, -0.4821, -0.7305], [-2.6049, 0.7781, 0.6187], [-2.7058, -0.9721, 0.9938], [-0.7150, -1.8329, -0.1642]]
}

(12)
{
  "formula": "C3H3Cl2F",
  "method": "wB97M-V/def2-TZVPD",
  "charge": 0,
  "e_homo_ev": -10.26,
  "de_lowest_kcal_mol": 38.9,
  "homo_lumo_gap_ha": 0.4089,
  "smiles": "F[C@]1(Cl)C[C@H]1Cl",
  "elements": ["Cl", "C", "H", "Cl", "H", "F", "C", "H", "C"],
  "xyz": [[0.2431, -2.1685, 0.8668], [-0.3717, -0.7543, 0.0561], [0.0942, 1.2503, 1.3854], [2.2764, 0.1685, -0.3554], [0.5826, 0.6085, -1.7073], [-1.5146, -0.8422, -0.5632], [-0.3793, 0.6112, 0.5697], [-1.4842, 0.9887, 0.4386], [0.5534, 0.1378, -0.6906]]
}

(13)
{
  "formula": "C3H3Cl2F",
  "method": "wB97M-V/def2-TZVPD",
  "charge": 0,
  "e_homo_ev": -9.99,
  "de_lowest_kcal_mol": 5.7,
  "homo_lumo_gap_ha": 0.3930,
  "smiles": "C=C(Cl)[C@@H](F)Cl",
  "elements": ["H", "C", "F", "C", "Cl", "C", "Cl", "H", "H"],
  "xyz": [[0.3441, -1.7585, 0.6558], [0.0078, 0.3180, 0.4265], [-1.5055, 0.9779, -1.2611], [-0.4925, 0.1503, -0.9378], [0.2571, 1.8879, 1.0962], [0.4295, -0.7816, 1.0714], [0.8732, 0.7237, -1.9101], [0.8976, -0.6555, 1.9950], [-0.8114, -0.8622, -1.1360]]
}

(14)
{
  "formula": "C3H3Cl2F3",
  "method": "wB97M-V/def2-TZVPD",
  "charge": 0,
  "e_homo_ev": [-8.80, -8.85],
  "de_lowest_kcal_mol": 86.7,
  "homo_lumo_gap_ha": [0.3164, 0.3165],
  "elements": ["H", "Cl", "F", "Cl", "C", "C", "H", "F", "C", "F", "H"],
  "xyz": [[0.5612, 1.6743, 0.3908], [1.2238, -1.9416, 0.0450], [2.2487, 0.9159, 1.1388], [-2.1685, -1.5201, 0.4770], [-1.6089, -0.3461, -0.6218], [0.9380, 0.7144, 0.7554], [0.3962, 0.3934, 1.6501], [1.2370, 0.0656, -1.5395], [0.8307, -0.3174, -0.3195], [-1.9252, 0.9135, -0.2984], [-1.7328, -0.5519, -1.6778]]
}

(15)
{
  "formula": "C3H3Cl2FO",
  "method": "wB97M-V/def2-TZVPD",
  "charge": 0,
  "e_homo_ev": [-7.81, -8.17],
  "de_lowest_kcal_mol": 91.8,
  "homo_lumo_gap_ha": [0.2429, 0.2803],
  "elements": ["H", "O", "C", "H", "Cl", "C", "H", "F", "C", "Cl"],
  "xyz": [[-1.1306, -0.3121, 1.2561], [1.0988, 0.2471, -0.5045], [-1.3881, 0.1333, 0.2702], [3.0563, -0.4667, -0.3913], [-2.8274, 1.0913, 0.5267], [-0.3753, 0.7022, -0.6051], [-0.4985, 1.1197, -1.6317], [2.0418, -0.6281, 1.4215], [2.0936, -0.2503, 0.1805], [-2.0706, -1.6362, -0.5225]]
}

(16)
{
  "formula": "C3H3Cl4NSi",
  "method": "wB97M-V/def2-TZVPD",
  "charge": 0,
  "e_homo_ev": [-9.32, -9.97],
  "homo_lumo_gap_ha": [0.2918, 0.3040],
  "elements": ["H", "Cl", "H", "H", "Cl", "Cl", "Si", "C", "N", "Cl", "C", "C"],
  "xyz": [[-0.6500, 1.4738, 0.8151], [-0.2680, -2.1331, -3.0259], [1.5388, -0.0083, -0.7321], [0.3991, 1.3132, -1.6106], [-2.6525, -0.6728, -1.2477], [-0.2321, -2.6371, 0.0951], [-0.6123, -1.2151, -1.2067], [0.4830, 0.3295, -1.0989], [2.2109, 1.4272, 2.0362], [-1.1134, -0.0583, 2.4831], [-0.1973, 0.9794, 1.6170], [1.0938, 1.2017, 1.8755]]
}

(17)
{
  "formula": "C3H3ClF2",
  "method": "wB97M-V/def2-TZVPD",
  "charge": 0,
  "e_homo_ev": -9.37,
  "de_lowest_kcal_mol": 23.5,
  "homo_lumo_gap_ha": 0.3785,
  "smiles": "FC/C(F)=C/Cl",
  "elements": ["H", "F", "Cl", "C", "H", "F", "C", "H", "C"],
  "xyz": [[-1.5832, -1.5573, -0.0946], [-1.3762, 1.6313, 0.0946], [-3.5664, -0.3507, -0.0563], [0.4505, 0.2805, -0.1533], [0.9912, 1.0826, 0.2958], [0.9539, -0.9400, 0.0585], [-1.8759, -0.5946, 0.1231], [0.4439, 0.3426, -1.2536], [-1.0154, 0.4138, 0.0329]]
}

(18)
{
  "formula": "C3H3ClFNO2",
  "method": "wB97M-V/def2-TZVPD",
  "charge": 0,
  "e_homo_ev": -9.80,
  "de_lowest_kcal_mol": 50.1,
  "homo_lumo_gap_ha": 0.3709,
  "smiles": "O=C(/C=C(/F)Cl)NO",
  "elements": ["O", "H", "H", "F", "H", "C", "C", "Cl", "N", "C", "O"],
  "xyz": [[0.9244, 0.7307, -2.2834], [1.6929, 0.1598, -2.0898], [0.5966, -0.8627, 1.8513], [-1.6627, -0.4520, 2.5426], [-0.2966, 1.3505, -0.8468], [-1.2461, -0.1710, 1.3337], [0.0180, -0.4646, 1.0406], [-2.5364, 0.4697, 0.3611], [0.1043, 0.4804, -1.1802], [0.6779, -0.3272, -0.2491], [1.7277, -0.9137, -0.4801]]
}

(19)
{
  "formula": "C3H3ClFNOS",
  "method": "wB97M-V/def2-TZVPD",
  "charge": 0,
  "e_homo_ev": -8.89,
  "de_lowest_kcal_mol": 75.5,
  "homo_lumo_gap_ha": 0.3022,
  "smiles": "ONC(=S)/C=C(\\F)Cl",
  "elements": ["F", "N", "S", "C", "Cl", "C", "H", "C", "H", "O", "H"],
  "xyz": [[1.2719, 0.4801, 1.5745], [-2.0004, 0.0705, -1.1904], [-1.2091, 2.1808, 0.2159], [0.1206, -0.3842, -0.2425], [2.1920, -1.8438, 0.7935], [-0.9921, 0.6085, -0.3080], [0.0386, -1.2915, -0.8105], [1.1045, -0.4226, 0.6875], [-2.1891, -1.4724, -2.4422], [-1.4813, -0.6556, -2.3775], [-2.7601, 0.8360, -1.3306]]
}

(20)
{
  "formula": "C3H3ClFO2",
  "method": "wB97M-V/def2-TZVPD",
  "multiplicity": 3,
  "charge": -1,
  "e_homo_ev": [-1.25, -4.33],
  "de_lowest_kcal_mol": 0.0,
  "homo_lumo_gap_ha": [0.1719, 0.2454],
  "s_squared": 2.009,
  "elements": ["O", "C", "F", "C", "C", "Cl", "H", "O", "H", "H"],
  "xyz": [[-2.6679, -0.2854, -0.4719], [1.4294, 0.3382, 0.2642], [1.8524, -0.0782, 1.4935], [-0.5056, -0.6770, -0.1127], [-1.6397, 0.3598, -0.1863], [2.6195, -0.0899, -0.9351], [-0.5577, -1.3694, 0.7147], [-1.4574, 1.5515, 0.0189], [1.2114, 1.3981, 0.2757], [-0.2843, -1.1477, -1.0611]]
}